{
  "formula": "C21H18F2N2O4",
  "method": "ωB97M-V/def2-TZVPD",
  "elements": ["O", "C", "N", "H", "C", "H", "H", "C", "C", "C", "C", "C", "C", "C", "C", "C", "O", "H", "H", "H", "H", "H", "H", "H", "H", "H", "C", "N", "O", "C", "C", "H", "C", "O", "C", "C", "C", "C", "C", "C", "F", "H", "H", "H", "F", "H", "H"],
  "coordinates": [[0.272, 1.553, -1.755], [-0.057, 2.087, -0.713], [0.809, 2.607, 0.188], [0.407, 2.907, 1.065], [2.169, 2.147, 0.198], [2.831, 2.922, 0.586], [2.439, 1.923, -0.836], [2.302, 0.854, 1.073], [3.525, 0.114, 0.618], [4.772, 0.363, 1.173], [5.891, -0.280, 0.675], [5.767, -1.175, -0.375], [4.524, -1.435, -0.922], [3.398, -0.787, -0.438], [2.011, -1.052, -0.935], [1.100, -1.094, 0.291], [1.087, 0.123, 1.004], [0.058, -1.272, 0.008], [1.429, -1.907, 0.959], [1.958, -1.996, -1.478], [1.667, -0.250, -1.595], [4.422, -2.141, -1.734], [6.641, -1.678, -0.761], [6.861, -0.085, 1.108], [4.863, 1.059, 1.994], [2.403, 1.162, 2.123], [-1.479, 2.225, -0.319], [-1.869, 2.815, 0.787], [-3.196, 2.644, 0.891], [-3.642, 1.933, -0.160], [-2.588, 1.638, -0.978], [-2.571, 1.107, -1.905], [-5.062, 1.472, -0.162], [-5.186, 0.267, 0.588], [-4.350, -0.767, 0.288], [-3.995, -1.201, -0.990], [-3.130, -2.258, -1.201], [-2.603, -2.940, -0.120], [-2.952, -2.565, 1.166], [-3.805, -1.496, 1.352], [-4.127, -1.128, 2.602], [-2.561, -3.078, 2.030], [-1.926, -3.763, -0.279], [-2.888, -2.534, -2.215], [-4.504, -0.576, -2.076], [-5.419, 1.348, -1.189], [-5.695, 2.185, 0.370]],
  "nbo_charge": [-0.619, 0.668, -0.591, 0.410, -0.242, 0.207, 0.229, 0.057, 0.011, -0.215, -0.219, -0.208, -0.197, -0.026, -0.480, -0.048, -0.537, 0.196, 0.163, 0.218, 0.256, 0.210, 0.213, 0.214, 0.208, 0.186, 0.032, -0.105, -0.246, 0.266, -0.303, 0.257, -0.119, -0.485, 0.205, 0.334, -0.277, -0.199, -0.282, 0.363, -0.305, 0.236, 0.224, 0.234, -0.328, 0.213, 0.223],
  "e_above_lowest_kj_mol": 0.00,
  "homo_ev": -9.046,
  "smiles": "O=C(NC[C@H]1OCCc2ccccc21)c1cc(COc2c(F)cccc2F)on1",
  "lumo_ev": 0.670
}



{
  "formula": "C4H8O",
  "method": "ωB97M-V/def2-TZVPD",
  "elements": ["C", "C", "C", "C", "O", "H", "H", "H", "H", "H", "H", "H", "H"],
  "coordinates": [[0.192, 2.265, 0.176], [0.207, -2.330, -0.381], [-0.796, -0.049, 0.021], [0.143, -0.945, 0.160], [-0.239, 1.105, 0.918], [-1.792, 0.173, -0.328], [0.633, 0.199, 0.989], [0.614, 2.013, -0.800], [-0.671, 2.915, 0.039], [0.954, 2.771, 0.769], [-0.766, -2.771, -0.624], [0.697, -2.987, 0.344], [0.823, -2.358, -1.284]],
  "nbo_charge": [-0.264, -0.664, -0.043, -0.285, -0.586, 0.207, 0.412, 0.189, 0.189, 0.197, 0.203, 0.221, 0.225],
  "e_above_lowest_kj_mol": 426.26,
  "homo_ev": -8.605,
  "lumo_ev": 1.106
}